Record 1
Density functional theory data (ωB97M-V/def2-TZVPD) for a 3-piece molecular cluster, C41H82N8O4P2 overall in a non-equilibrium geometry.

The geometry in XYZ format:
```
137
Properties=species:S:1:pos:R:3:forces:R:3:mulliken_charge:R:1
P 7.80130 -3.01626 3.55338 4.93 2.57 0.55 0.46
P 3.50370 2.38381 0.22045 2.37 4.86 1.24 0.55
O -5.39544 6.07132 -1.80889 -0.32 0.12 0.14 -0.47
O -6.05384 4.91311 -0.02808 0.12 -0.02 -0.36 -0.56
O 6.82261 -1.92739 3.25096 -2.22 -2.46 -0.19 -0.61
O 2.75291 2.60409 -1.05310 -0.75 -3.22 0.29 -0.80
N 8.26338 -4.70975 3.55436 -3.22 -0.41 -0.69 0.04
N -5.39790 0.30499 -3.58896 0.00 -0.05 0.92 -0.40
N -5.48318 -0.11058 -0.77474 -0.01 0.00 -0.18 -0.30
N 9.05986 -2.57066 2.42810 0.58 0.01 0.41 0.22
N 4.25037 1.32363 1.39571 -1.67 -2.30 -1.73 0.09
N 8.20072 -2.69326 5.17582 0.06 0.70 -0.18 0.23
N 2.58918 3.30523 1.32705 -0.03 0.56 -0.50 0.29
N 5.01933 3.13300 -0.22015 0.11 0.47 0.54 0.21
C 5.18010 4.57759 -0.15861 -0.13 0.09 0.10 -1.15
C -5.91808 -0.75935 -3.03716 -0.26 -0.50 -0.78 0.45
C 8.51245 -2.36076 1.09088 -0.25 -0.15 0.00 -1.07
C -3.18767 1.67957 -5.36320 0.41 0.44 0.09 -0.65
C 5.49619 2.62418 -1.50255 -0.14 -0.25 -0.03 -1.06
C 9.63890 -5.08598 3.30396 0.43 0.22 -0.02 -0.83
C -3.72026 3.06605 -0.93558 0.31 0.19 -0.19 0.23
C -8.96226 -3.67664 0.58657 0.59 -1.07 0.97 -0.17
C 4.36070 -0.07637 0.95661 -0.16 -0.09 -0.03 -0.95
C -1.11940 1.40568 -3.93897 0.55 0.47 0.12 0.07
C 10.01013 -1.51750 2.75442 0.01 0.06 0.18 -1.17
C 9.49725 -2.60201 5.80230 0.29 -0.41 -0.01 -0.81
C 1.47088 1.22812 -3.99454 -0.56 0.24 -0.17 -1.13
C -4.30570 1.94563 -0.41939 0.03 0.10 0.52 0.43
C -5.16500 5.45716 -0.61953 -0.07 -0.11 0.65 0.52
C -6.48969 -1.82641 -3.93670 -0.09 0.30 0.43 -0.85
C -3.03005 4.11846 -0.10124 0.16 0.00 -0.15 -1.19
C -4.18762 2.64009 -4.68763 0.03 -0.95 0.23 -1.62
C -3.43262 0.40672 1.36615 0.33 0.59 0.69 -0.66
C -9.44596 -4.41500 1.85446 -0.59 0.58 -0.76 -1.54
C -1.22348 -0.36039 2.31660 -0.23 -0.13 0.50 -1.22
C -8.42320 -4.65253 -1.78716 0.96 0.29 -0.03 -0.79
C -8.94343 -3.32810 -2.35769 -0.74 -0.68 -0.26 -0.38
C 1.32352 2.69594 1.68659 0.00 -0.40 -0.11 -1.19
C -4.26285 2.37498 -3.20011 0.00 0.65 -0.84 0.43
C 0.22720 1.97951 -3.46044 0.20 -0.61 -0.03 -0.27
C -2.26570 0.77587 2.29482 0.43 -0.70 -0.52 0.21
C -4.87743 1.19922 -2.69908 0.24 0.46 -0.09 1.06
C -1.72070 2.11759 -5.15199 -0.45 -0.83 -0.27 -0.85
C 7.15529 -3.04978 6.11596 -0.29 -0.26 -0.17 -1.14
C 3.02962 4.27534 2.29901 0.30 -0.17 0.36 -0.84
C -5.97428 -0.95729 -1.63231 0.11 0.22 0.12 -0.74
C -3.70887 3.27143 -2.34218 -0.17 -0.35 0.52 -0.70
C -4.33955 1.62434 1.05681 -0.11 -0.77 -0.60 -1.45
C -8.11049 -4.63869 -0.27300 -0.73 -0.19 -0.22 -0.82
C 7.35059 -5.57887 2.79615 -0.13 0.07 0.06 -0.96
C -4.89547 0.99878 -1.30695 -0.09 -0.04 0.01 0.11
C -8.66452 -3.12496 -3.86277 0.29 0.56 0.50 -1.12
C 5.46230 1.72496 2.08039 0.25 0.42 0.12 -0.78
C -8.02571 -1.73320 -4.10275 -0.08 -1.11 -0.43 -0.79
C -3.73909 5.49883 -0.09358 -0.04 0.35 -0.38 -0.76
H -1.17139 1.79363 -6.04066 0.24 0.23 0.04 0.38
H -3.40362 1.56603 -6.42671 -0.10 0.21 -0.02 0.35
H -10.02969 -3.32216 -2.23163 0.00 0.23 0.17 0.37
H 7.22239 -4.10418 6.42345 0.02 0.05 0.07 0.30
H -8.57220 -2.48941 -1.76928 0.17 0.02 -0.05 0.41
H -2.04022 4.27257 -0.53651 0.03 -0.01 0.02 0.49
H -4.02992 2.47537 1.65332 -0.21 0.04 0.08 0.70
H -2.65062 0.94154 3.30116 0.10 0.31 0.02 0.38
H -6.25060 -2.79139 -3.48387 0.03 -0.05 -0.04 0.44
H 10.54490 -1.20947 1.85476 -0.14 -0.02 -0.10 0.37
H -4.74757 6.76747 -1.95887 0.21 -0.18 -0.12 0.34
H 0.90482 2.14718 0.83915 0.05 0.01 -0.01 0.29
H -3.29673 0.68786 -4.92536 -0.15 -0.06 -0.09 0.40
H -8.31783 -2.87005 0.93669 -0.35 0.47 -0.36 0.20
H 1.42949 1.99340 2.52752 -0.05 0.07 0.03 0.25
H -3.78331 5.91851 0.91014 -0.02 -0.11 0.07 0.41
H 4.60085 -0.72568 1.79978 0.08 0.07 0.03 0.35
H -9.86065 -3.33181 0.08299 0.21 0.33 -0.23 0.32
H -0.96870 0.36164 -4.22445 -0.14 -0.09 0.15 0.39
H 4.97976 3.08326 -2.35310 -0.01 -0.05 -0.01 0.30
H 9.53612 -0.62798 3.19023 0.05 0.03 -0.01 0.35
H -0.20517 0.01092 2.42689 0.02 0.01 -0.07 0.25
H -3.00821 0.00001 0.44951 -0.15 -0.07 -0.08 0.42
H -8.30251 -5.64647 0.10311 0.16 -0.06 -0.01 0.46
H 1.18084 0.30949 -4.50870 -0.01 -0.05 0.03 0.41
H -10.11059 -3.74581 2.40361 0.21 -0.05 0.37 0.41
H -7.96458 -3.89325 -4.19707 -0.06 -0.02 -0.20 0.44
H -2.84218 3.76980 0.90858 -0.16 0.06 0.06 0.03
H 3.84707 4.88749 1.93380 0.00 -0.13 0.02 0.11
H 5.60134 1.04856 2.92780 -0.12 -0.08 -0.05 0.41
H -5.98178 -1.77701 -4.89738 -0.03 0.02 -0.05 0.37
H -3.21638 4.15151 -2.73890 -0.01 0.05 -0.03 0.49
H 4.32942 5.12567 -0.58547 0.03 0.05 -0.01 0.35
H 6.07960 4.87400 -0.70059 -0.03 -0.12 -0.12 0.37
H -3.99214 -0.38200 1.87018 -0.12 -0.10 -0.25 0.20
H -7.04623 -4.46441 -0.11179 -0.01 0.18 0.01 0.33
H -5.37123 1.35886 1.28261 -0.02 0.19 0.26 0.46
H 7.77026 -3.12660 0.85154 -0.01 0.03 0.01 0.31
H -1.29340 -0.97105 1.41647 0.16 0.11 -0.13 0.35
H 1.98320 1.84998 -4.72732 0.35 -0.12 0.10 0.26
H 10.33766 -4.50769 3.90531 -0.07 0.11 -0.04 0.23
H 0.30538 3.03212 -3.73525 -0.08 0.08 0.16 0.37
H -1.64593 3.20587 -5.09898 0.05 0.02 0.15 0.40
H 8.02439 -1.38475 0.98762 -0.04 -0.03 -0.02 0.29
H -6.44394 -1.85355 -1.24022 0.00 -0.05 0.01 0.48
H 2.11791 0.96185 -3.16333 0.30 0.15 -0.15 0.18
H 5.34089 4.90958 0.86767 -0.02 0.01 -0.06 0.30
H 5.13575 -0.20542 0.18825 0.05 -0.09 0.08 0.27
H -7.47593 -4.85753 -2.29889 -0.02 -0.13 -0.01 0.26
H 5.38996 2.73347 2.48444 -0.05 0.04 -0.13 0.23
H 2.21249 4.97026 2.51246 -0.09 -0.11 -0.02 0.34
H 6.31415 -5.36585 3.06752 0.03 0.02 -0.01 0.32
H -3.16759 6.20469 -0.70046 0.10 -0.02 0.05 0.40
H -8.62112 -4.76046 2.47148 -0.05 -0.08 0.09 0.36
H -8.28932 -1.44891 -5.12100 0.18 0.44 0.05 0.35
H -5.16853 2.47086 -5.13159 -0.07 0.23 0.01 0.50
H -10.07848 -5.24140 1.52422 0.19 -0.27 0.23 0.38
H 7.53824 -6.62814 3.02871 0.07 0.02 0.03 0.36
H 9.42458 -1.97175 6.69249 -0.14 -0.05 0.02 0.35
H 10.77980 -1.88221 3.43500 -0.03 0.05 -0.02 0.33
H 9.89016 -3.58026 6.12203 0.01 0.04 0.02 0.31
H -9.06222 -5.49686 -2.04830 -0.25 0.15 0.01 0.42
H 9.75435 -6.13220 3.59991 -0.14 0.01 0.06 0.38
H -1.39844 -1.04047 3.15308 -0.02 -0.02 0.00 0.35
H 6.35150 1.67075 1.44418 -0.04 0.03 -0.03 0.27
H 0.59359 3.46132 1.96011 0.07 0.07 0.02 0.42
H 7.45157 -5.44115 1.71102 0.03 -0.12 0.00 0.32
H 3.41097 -0.41994 0.53836 0.02 0.06 -0.01 0.32
H 10.23407 -2.12532 5.16529 -0.07 -0.11 -0.02 0.10
H 9.30992 -2.44044 0.34910 0.07 0.00 0.07 0.35
H 3.33291 3.81955 3.25509 -0.01 0.04 0.00 0.34
H -8.46473 -1.02923 -3.39733 0.01 0.20 -0.13 0.49
H 6.16926 -2.88857 5.67516 0.04 0.01 -0.04 0.29
H 5.34502 1.54383 -1.57034 -0.02 0.02 -0.01 0.32
H -3.87083 3.67426 -4.81462 -0.14 0.05 -0.28 0.50
H -1.79996 1.41906 -3.08741 -0.24 0.01 -0.16 -0.25
H -9.56910 -3.22336 -4.46168 -0.09 -0.07 0.10 0.48
H -1.74393 1.66727 1.93723 -0.29 0.22 0.05 -0.19
H 9.92611 -4.98829 2.25244 -0.02 0.05 0.01 0.30
H 6.56908 2.80707 -1.59587 0.00 0.06 0.08 0.35
H 0.26817 1.91354 -2.37334 -0.05 0.22 0.04 -0.03
H 7.21054 -2.42110 7.00637 0.10 0.02 -0.02 0.39
```
Forces are in eV/Å.

Computed properties:
SMILES	CCCCCCCCc1cnc2c(CCCC)c(CCC(=O)O)cc(CCCCCC)c2n1.CN(C)P(=O)(N(C)C)N(C)C.CN(C)P(=O)(N(C)C)N(C)C
2S+1	1
charge	0
HOMO energy	-8.17	eV
molecular weight	813.11	u
LUMO	0.23	eV
DFT total energy	-3033.0841	Eh
Kohn-Sham gap	8.40	eV

Record 2
Density functional theory data (ωB97M-V/def2-TZVPD) for C7H10 as an isolated structure.

The geometry in XYZ format:
```
17
Properties=species:S:1:pos:R:3:forces:R:3:mulliken_charge:R:1
C 0.43077 0.69955 1.07967 0.07 0.05 0.25 -0.03
C -1.83944 -0.22151 0.73975 -0.10 0.05 0.06 -0.63
C 0.13589 -0.96146 0.03039 0.10 -0.31 -0.07 -0.31
C 1.47589 -0.23223 0.40978 0.25 -0.10 -0.13 -0.62
C -0.49144 -0.49511 1.37810 -0.08 -0.16 0.30 -0.38
C -0.98914 0.15085 -0.48099 -0.15 0.07 -0.30 -0.45
C -0.14181 1.30793 -0.00206 0.00 0.14 -0.26 -0.40
H 1.83950 1.32017 -2.72088 -0.02 -0.06 -0.04 0.08
H 1.45586 0.68385 -2.73914 0.04 0.05 -0.03 -0.08
H 0.45059 1.90179 -0.69498 -0.10 -0.08 0.14 0.42
H 2.10824 0.19148 -0.37291 -0.12 -0.05 0.14 0.23
H -2.41466 -1.13914 0.58657 0.10 0.11 0.01 0.32
H 0.11490 -2.02192 -0.26837 -0.01 0.18 0.04 0.42
H -0.32930 -1.05440 2.30232 -0.01 0.09 -0.15 0.43
H 2.06677 -0.86312 1.08611 -0.13 0.11 -0.07 0.27
H -2.47130 0.56867 1.15984 0.08 -0.12 -0.06 0.35
H -1.40131 0.16459 -1.49319 0.09 0.01 0.17 0.39
```
Forces are in eV/Å.

Computed properties:
2S+1	1
charge	0
energy above the lowest of the compared OMol25 structures with the same formula, charge and spin	148.0	kcal/mol
HOMO energy (spin up / spin down)	-7.93 / -7.94	eV
molecular weight	94.16	u
LUMO (spin up / spin down)	0.31 / 0.32	eV
DFT total energy	-272.4821	Eh
Kohn-Sham gap (spin up / spin down)	8.24 / 8.26	eV

Record 3
Density functional theory data (ωB97M-V/def2-TZVPD) for one molecule with the formula CH2O2S in a non-equilibrium geometry.

The geometry in XYZ format:
```
6
Properties=species:S:1:pos:R:3:forces:R:3:mulliken_charge:R:1
S 0.12618 0.67583 0.93226 -1.98 0.11 -0.38 0.27
O 1.34765 1.19425 0.32388 1.08 0.70 -0.38 -0.53
O -0.97730 -1.67770 -0.00473 0.38 -0.25 0.15 -0.36
C 0.03713 -1.07401 0.09000 -1.87 1.17 -0.09 0.12
H 1.00180 -1.34851 -0.34425 0.53 0.06 0.10 0.35
H -1.10880 1.43915 0.30110 1.86 -1.79 0.61 0.16
```
Forces are in eV/Å.

Computed properties:
2S+1	1
charge	0
energy above the lowest of the compared OMol25 structures with the same formula, charge and spin	68.8	kcal/mol
HOMO energy	-9.40	eV
molecular weight	78.09	u
LUMO	-0.30	eV
DFT total energy	-587.8772	Eh
Kohn-Sham gap	9.10	eV

Record 4
Density functional theory data (ωB97M-V/def2-TZVPD) for one molecule with the formula C23H23N3O in a non-equilibrium geometry.

The geometry in XYZ format:
```
50
Properties=species:S:1:pos:R:3:forces:R:3:mulliken_charge:R:1
O -4.86273 -1.04339 -2.68337 -0.78 -1.12 -0.60 -0.56
N -1.05150 -0.77351 -0.24198 -0.56 -1.08 0.21 0.48
N 1.22174 4.01325 4.16005 0.60 0.26 1.20 -0.39
N 5.47817 -1.26637 -1.90694 -0.48 -0.40 0.14 -0.56
C 0.77144 2.56523 2.37317 -0.34 0.64 -0.73 1.06
C 0.61857 1.77077 3.63692 -1.90 -0.58 -0.74 -0.45
C -2.53484 -2.78016 -0.60269 -0.35 -0.42 1.57 -0.60
C 0.77579 -2.21567 -1.46546 1.09 1.00 1.72 -0.62
C 0.80231 2.74592 4.80518 -0.31 -0.22 0.22 -0.46
C -3.77888 -2.95803 -1.47108 0.23 -2.58 -0.53 -0.67
C 0.26387 -1.21035 -0.62535 -1.33 3.38 0.26 -0.05
C 1.50200 4.49926 0.47080 0.17 -0.93 0.03 -0.76
C 1.16223 3.20454 0.01897 -0.39 0.11 1.04 -0.63
C -2.57617 -1.07940 -2.29011 3.16 0.11 -0.79 -0.38
C 2.14640 -2.31866 -1.64631 0.29 0.67 -1.62 0.13
C -3.75787 -1.96728 -2.61681 0.49 1.68 -0.70 -0.12
C 0.26062 0.89641 0.48270 1.83 0.19 0.15 0.17
C 1.08763 3.84922 2.78888 1.76 0.32 -2.02 -0.32
C -0.98797 0.42828 0.50985 -1.56 -0.60 -0.67 -0.03
C 1.07996 -0.12795 -0.21566 1.18 0.05 0.70 0.67
C 2.72087 -3.51479 -2.50019 -1.01 1.36 -1.32 -1.44
C 4.37445 -1.34112 -1.57586 0.69 1.03 0.15 -0.01
C -2.32522 -1.32424 -0.75480 0.24 1.59 -0.26 -0.40
C 2.99477 -1.21608 -1.20041 -0.46 -2.16 -0.09 0.43
C 0.66600 2.26012 0.98495 1.55 -0.25 -0.24 -0.09
C 2.49933 -0.19737 -0.42225 -1.71 1.35 0.71 -0.80
C 1.51136 4.78131 1.82896 -1.27 0.92 0.58 -0.60
H 1.57109 2.34628 5.51862 -0.85 0.64 -0.44 0.28
H 1.24722 0.92047 3.64889 0.89 -0.90 0.08 0.39
H -1.88796 0.93525 1.00637 1.32 -1.15 -1.15 0.34
H -3.20053 -0.91046 -0.18987 0.98 0.50 -0.29 0.20
H 1.30943 2.94997 -1.04872 -0.53 0.01 0.82 0.38
H 1.82279 -4.06904 -2.92510 1.29 0.22 0.94 0.33
H -1.67242 -1.54027 -2.91222 -1.32 1.21 1.49 0.09
H 0.09159 -2.90764 -1.80035 -0.95 -1.75 -1.01 0.32
H -4.68882 -2.83936 -0.89120 -0.17 -0.23 0.05 0.23
H -3.58624 -2.48201 -3.62008 -0.90 0.93 1.21 0.36
H -2.67149 0.02807 -2.57482 -0.01 -1.78 0.33 0.29
H -2.69628 -3.07016 0.48105 0.07 0.27 -1.21 0.31
H 3.34889 -3.27315 -3.44015 -0.97 0.31 1.63 0.34
H -5.09398 -0.71957 -1.80596 0.19 -0.20 0.02 0.36
H 3.38499 -4.06933 -1.86178 -0.04 -0.76 0.18 0.36
H 1.79678 5.28662 -0.22255 -0.02 -0.32 0.06 0.38
H 3.04536 0.62789 0.08455 0.18 -0.81 -0.92 0.47
H -0.21634 2.85294 5.29278 1.42 0.15 -0.13 0.21
H -3.69083 -3.98544 -1.90046 -0.82 0.57 0.48 0.36
H -1.65791 -3.31930 -0.92252 0.04 -0.45 -0.40 0.17
H 1.63185 5.81047 2.17123 0.42 -0.19 -0.17 0.37
H 2.15527 4.36608 4.44660 -1.16 -0.38 -0.30 0.28
H -0.40481 1.38176 3.62451 0.08 -0.23 0.34 0.22
```
Forces are in eV/Å.

Computed properties:
SMILES	Cc1cc2c(cc1C#N)c(-c1cccc3c1CCN3)cn2[C@@H]1CC[C@@H](O)C1
2S+1	1
charge	0
energy above the lowest of the compared OMol25 structures with the same formula, charge and spin	73.7	kcal/mol
HOMO energy	-7.89	eV
molecular weight	357.46	u
LUMO	0.50	eV
DFT total energy	-1129.6773	Eh
Kohn-Sham gap	8.39	eV

Record 5
Density functional theory data (ωB97M-V/def2-TZVPD) for a 2-piece molecular cluster, C4H13NO overall in a non-equilibrium geometry.

The geometry in XYZ format:
```
19
Properties=species:S:1:pos:R:3:forces:R:3:mulliken_charge:R:1
O 1.82237 -1.27219 -1.93193 -0.47 -0.50 -0.31 -0.63
N -0.70101 2.25630 -0.17339 -0.33 -0.49 -3.27 -0.68
C -1.47882 -0.40587 -0.12378 0.08 0.89 0.96 -1.57
C 0.32524 1.19257 0.14627 0.50 1.28 1.37 -0.30
C 0.47214 -1.12829 1.31774 -0.24 -1.37 1.43 -1.24
C -0.41419 0.07940 0.89409 0.87 -1.13 -1.45 0.47
H 0.70902 -1.68677 0.39718 -0.13 -0.16 0.47 0.33
H -1.59477 1.72138 -0.33811 1.29 1.13 0.79 0.22
H 2.76101 -1.38177 -2.06743 0.34 0.12 0.05 0.26
H -0.60472 2.55061 -1.23055 0.42 -0.31 2.67 0.30
H -2.03520 -1.20943 0.22450 -0.94 -1.72 0.91 0.45
H -0.87479 0.46690 1.77500 -0.51 0.55 0.51 0.23
H 0.79344 0.78534 -0.76568 -0.17 0.27 0.34 0.17
H 1.68821 -0.47413 -1.42510 0.26 0.21 0.16 0.24
H 1.15588 1.64084 0.82861 -1.34 -0.61 -1.29 0.29
H 1.50048 -0.94868 1.81737 -1.83 0.26 -0.61 0.31
H -2.21861 0.34544 -0.33198 -0.56 0.15 0.14 0.50
H -0.16709 -1.84951 2.07603 1.66 1.73 -2.01 0.28
H -1.13859 -0.68215 -1.08883 1.09 -0.32 -0.85 0.36
```
Forces are in eV/Å.

Computed properties:
SMILES	CC(C)CN.O
2S+1	1
charge	0
energy above the lowest of the compared OMol25 structures with the same formula, charge and spin	34.1	kcal/mol
HOMO energy	-9.72	eV
molecular weight	91.15	u
LUMO	0.82	eV
DFT total energy	-290.1426	Eh
Kohn-Sham gap	10.54	eV